{
  "formula": "C22H39BrN3O2S",
  "method": "ωB97M-V/def2-TZVPD",
  "symbols": ["C", "C", "C", "C", "N", "C", "C", "C", "C", "O", "C", "C", "Br", "C", "C", "C", "C", "C", "C", "C", "C", "C", "C", "C", "O", "C", "N", "N", "S", "H", "H", "H", "H", "H", "H", "H", "H", "H", "H", "H", "H", "H", "H", "H", "H", "H", "H", "H", "H", "H", "H", "H", "H", "H", "H", "H", "H", "H", "H", "H", "H", "H", "H", "H", "H", "H", "H", "H"],
  "positions_angstrom": [[1.285869, 1.302842, 6.208144], [0.301962, 2.571067, 5.978225], [0.401120, 2.962415, 4.426202], [-0.194000, 1.794656, 3.452410], [-1.543990, 2.280786, 2.992688], [-1.647153, 1.887316, 1.584159], [-2.340059, 0.540136, 1.145731], [-2.916297, -0.473634, 2.218595], [-1.800029, -1.610746, 2.477030], [-0.894975, -1.726417, 1.613097], [-2.369897, 0.369220, -0.385589], [-3.099265, -0.946899, -0.947312], [-1.807955, -2.255348, -1.757142], [-4.323766, -0.586648, -1.962347], [-5.716987, -0.842312, -1.148166], [-1.729345, 1.414501, -1.335674], [-1.675957, 1.285098, -2.944269], [-0.401046, 0.395411, -3.354351], [0.862158, 1.229249, -3.867752], [1.919152, 0.138480, -4.449088], [2.350311, -0.965247, -3.371400], [3.314837, -0.421553, -2.208277], [4.541066, -1.459118, -1.968293], [4.059236, -2.871154, -1.384399], [5.030385, -3.883616, -1.786076], [4.751971, -5.146050, -1.156810], [-1.145364, 2.567565, -0.789163], [-1.169485, 2.703639, 0.525789], [-0.447956, 4.228162, 1.084023], [1.845749, 1.375653, 7.193460], [0.624009, 0.361106, 6.133904], [2.020996, 1.288116, 5.336271], [0.691345, 3.464382, 6.578470], [-0.780300, 2.364567, 6.286839], [1.475097, 3.166182, 4.112563], [-0.229143, 3.913420, 4.273254], [-0.252486, 0.781414, 3.980337], [0.536877, 1.740047, 2.571543], [-2.305297, 1.858993, 3.550323], [-3.851344, -1.015256, 1.862303], [-3.173315, 0.020499, 3.226728], [-1.858108, -2.263264, 3.417106], [-3.602601, -1.535176, -0.096348], [-4.356142, -1.307548, -2.854618], [-4.342661, 0.509579, -2.256461], [-6.427999, 0.000961, -1.484393], [-5.574985, -0.690720, -0.015063], [-6.210268, -1.829425, -1.416301], [-1.482175, 2.347393, -3.351968], [-2.663683, 0.950275, -3.392011], [-0.745716, -0.333795, -4.164798], [-0.062185, -0.142613, -2.393143], [1.331840, 1.909082, -3.073428], [0.556293, 1.938394, -4.727231], [2.866708, 0.622233, -4.859949], [1.365149, -0.422017, -5.292902], [1.481754, -1.540253, -2.904835], [2.965682, -1.753707, -3.949940], [3.808313, 0.570209, -2.527379], [2.811834, -0.310366, -1.188932], [5.295286, -1.039422, -1.205137], [5.120405, -1.681270, -2.931501], [4.058954, -2.887338, -0.228381], [3.036313, -3.205824, -1.764081], [3.629037, -5.370101, -1.063386], [5.174304, -5.227331, -0.083518], [5.215643, -6.019665, -1.732674], [-1.587719, 4.910786, 1.545292]],
  "forces_ev_per_angstrom": [[-1.1, 0.3, -0.4], [1.3, 0.1, -0.6], [-0.9, -0.2, 0.4], [1.6, 1.5, 1.2], [0.3, -1.4, -3.0], [-2.3, -3.0, -1.6], [1.2, 2.9, -3.0], [0.7, -0.2, 0.2], [2.0, 0.6, -2.9], [-3.1, 0.1, 3.4], [0.4, 0.2, 2.1], [-0.9, 0.8, 0.0], [-0.7, 0.8, 0.5], [-0.9, -0.9, 1.1], [-0.1, 1.4, -0.5], [-0.3, 0.4, 1.8], [0.8, 1.2, 0.8], [0.1, 0.4, 0.6], [0.1, -0.3, -0.9], [-0.8, -0.3, 0.6], [0.9, -0.3, -0.1], [1.2, -0.6, -0.2], [-0.1, -0.4, 0.5], [0.5, -0.2, 0.3], [-1.0, -0.3, 0.6], [-0.1, -1.1, 0.8], [-2.0, -3.8, -1.3], [-0.8, -0.1, 3.7], [-0.5, 0.6, -0.1], [-0.8, -0.3, -1.3], [1.4, 1.2, 0.4], [-0.8, -0.1, 1.3], [-0.7, -1.2, -0.8], [1.5, 0.2, -0.4], [-1.3, -0.2, 0.6], [1.0, -1.5, -0.1], [0.1, 1.4, -0.8], [-1.3, -0.2, 1.1], [0.6, 0.3, -0.7], [1.1, 0.9, 0.4], [0.3, -0.6, -1.7], [0.0, 0.8, -1.2], [1.3, 1.0, -1.3], [0.5, 1.4, 1.2], [0.4, -1.5, 0.2], [0.9, -1.4, 0.6], [-0.3, -0.5, -1.7], [0.8, 1.2, 0.6], [-0.4, -1.5, 0.9], [1.4, 0.1, 0.8], [0.7, 0.8, 1.3], [-0.6, 0.5, -1.8], [-0.7, -1.2, -0.8], [0.4, -1.1, 1.2], [-1.4, -0.5, 0.5], [1.0, 1.0, 1.1], [1.0, 0.9, -0.8], [-1.0, 1.2, 0.8], [-1.0, -1.4, 0.6], [0.4, 0.1, -1.5], [-1.1, -0.5, -1.3], [-1.0, 0.4, 1.2], [-0.3, 0.4, -1.6], [1.1, 0.6, 0.4], [1.4, 0.5, -0.3], [-0.5, 0.5, -1.5], [-0.5, 1.5, 0.5], [0.9, -1.1, -0.5]],
  "de_lowest_kcal_mol": 98.8,
  "charge": 1,
  "multiplicity": 1,
  "lumo_energy_ha": -0.166,
  "smiles": "CCCCNc1c(CC=O)c([C@H](Br)CC)c(CCCCCCCCOC)n[n+]1S",
  "homo_lumo_gap_ev": 6.7
}